Entry from the OMol25 dataset: 6 unconnected molecules or ions with the total composition C52H51F44O11PS at a distorted geometry (wB97M-V/def2-TZVPD).

Geometry as XYZ:
```
160
C52H51F44O11PS | the OMol25 dataset | wB97M-V/def2-TZVPD
C 4.19 5.22 1.25
C 2.98 5.29 1.07
C 1.60 5.77 0.79
C 0.74 5.97 2.04
C 1.06 6.78 3.04
P 2.58 7.81 3.11
O 2.60 8.71 1.93
C 0.06 6.88 4.19
O -0.10 7.96 4.72
C -0.71 5.62 4.56
C -1.04 4.79 3.49
C -1.76 3.62 3.65
C -2.10 2.67 2.50
S -3.59 3.17 1.56
C -5.03 2.25 2.19
C -4.82 0.72 2.37
C -2.17 3.32 4.97
C -2.97 2.05 5.16
C -4.27 2.04 5.37
C -1.83 4.15 6.04
C -2.34 3.73 7.43
O -1.30 3.18 8.25
C -0.41 2.35 7.51
C 0.34 1.44 8.53
O 0.80 0.28 7.86
C 2.08 0.45 7.27
C 2.75 -0.96 7.23
O 3.49 -1.04 6.03
C 3.31 -2.26 5.31
C 3.32 -1.90 3.79
C -1.08 5.31 5.87
C -0.66 6.23 7.00
F 0.62 6.69 6.85
F -0.70 5.68 8.23
C -1.58 7.52 7.05
F -0.79 8.55 7.48
F -2.54 7.38 7.99
C -0.57 5.17 2.08
O -1.16 4.89 1.07
H 5.23 5.26 1.50
H 1.60 6.67 0.16
H 1.13 4.98 0.18
H 3.73 7.00 3.12
H 2.50 8.54 4.32
H -2.11 1.62 2.81
H -1.27 2.76 1.79
H -5.82 2.39 1.43
H -5.40 2.70 3.12
H -5.38 0.42 3.27
H -3.77 0.43 2.54
H -5.15 0.18 1.47
H -2.40 1.12 5.09
H -4.79 3.00 5.44
H -4.83 1.12 5.54
H -3.21 3.07 7.40
H -2.67 4.64 7.95
H 0.38 2.93 6.99
H -0.97 1.69 6.83
H 1.16 2.05 8.97
H -0.35 1.14 9.33
H 1.99 0.85 6.24
H 2.74 1.11 7.84
H 1.95 -1.71 7.32
H 3.38 -1.06 8.13
H 4.14 -2.93 5.57
H 2.34 -2.75 5.51
H 2.31 -1.94 3.36
H 4.00 -2.61 3.30
H 3.70 -0.88 3.65
H -1.96 7.81 6.07
F 1.84 -2.17 0.87
C 2.73 -2.73 0.03
F 3.96 -2.47 0.53
C 2.61 -2.16 -1.39
F 2.91 -0.84 -1.40
F 3.58 -2.77 -2.14
C 1.28 -2.38 -2.14
O 0.35 -1.28 -2.12
C -0.51 -1.19 -1.04
F -0.43 -2.30 -0.28
F -1.77 -1.18 -1.55
C -0.30 0.09 -0.23
F 0.95 0.16 0.26
F -1.15 0.13 0.82
H 2.59 -3.81 0.03
H 1.54 -2.50 -3.19
H 0.80 -3.32 -1.87
H -0.47 0.97 -0.85
F 8.02 -6.37 6.60
C 8.77 -6.50 7.71
F 9.39 -7.70 7.61
C 7.92 -6.47 8.99
F 7.06 -7.51 9.02
F 8.78 -6.65 10.03
C 7.15 -5.17 9.28
O 5.76 -5.13 8.94
C 5.38 -4.77 7.65
F 6.44 -4.32 6.96
F 4.54 -3.72 7.79
C 4.64 -5.91 6.94
F 5.41 -7.00 6.83
F 4.30 -5.52 5.68
H 9.53 -5.72 7.72
H 7.15 -5.07 10.37
H 7.67 -4.28 8.92
H 3.73 -6.18 7.48
F 0.32 0.99 -6.25
C 0.57 -0.03 -5.41
F 1.76 -0.56 -5.77
C -0.52 -1.11 -5.47
F -0.56 -1.68 -6.70
F -0.14 -2.09 -4.60
C -1.94 -0.69 -5.06
O -2.86 -0.39 -6.11
C -2.91 0.90 -6.63
F -2.15 1.73 -5.91
F -4.18 1.32 -6.49
C -2.55 0.91 -8.12
F -1.31 0.44 -8.33
F -2.59 2.19 -8.59
H 0.66 0.36 -4.40
H -2.37 -1.57 -4.58
H -1.94 0.07 -4.29
H -3.25 0.30 -8.69
F 0.53 -8.04 -6.19
C -0.44 -8.98 -6.22
F -0.09 -9.87 -7.17
C -1.81 -8.39 -6.54
F -1.81 -7.85 -7.78
F -2.69 -9.43 -6.58
C -2.39 -7.36 -5.54
O -2.25 -5.98 -5.86
C -1.10 -5.30 -5.50
F -0.33 -6.06 -4.71
F -1.51 -4.25 -4.74
C -0.34 -4.77 -6.72
F 0.03 -5.77 -7.53
F 0.78 -4.13 -6.32
H -0.45 -9.50 -5.26
H -3.47 -7.52 -5.56
H -2.09 -7.57 -4.52
H -0.96 -4.07 -7.29
F -4.13 0.40 -14.11
C -3.75 1.14 -15.17
F -2.66 0.54 -15.69
C -3.40 2.58 -14.77
F -2.34 2.60 -13.94
F -3.00 3.21 -15.92
C -4.54 3.44 -14.18
O -4.58 3.57 -12.76
C -5.24 2.62 -11.99
F -5.92 1.77 -12.78
F -6.17 3.28 -11.27
C -4.29 1.91 -11.03
F -3.31 1.27 -11.70
F -4.97 0.97 -10.32
H -4.55 1.12 -15.92
H -4.34 4.45 -14.52
H -5.51 3.18 -14.59
H -3.84 2.61 -10.34
```

- E_HOMO: -8.9 eV
- Kohn-Sham gap: 7.4 eV
- SMILES: C#CCC1=C([PH2]=O)C(=O)c2c(c(CSCC)c(C=C)c(COCCOCCOCC)c2C(F)(F)C(F)F)C1=O.FC(F)C(F)(F)COC(F)(F)C(F)F.FC(F)C(F)(F)COC(F)(F)C(F)F.FC(F)C(F)(F)COC(F)(F)C(F)F.FC(F)C(F)(F)COC(F)(F)C(F)F.FC(F)C(F)(F)COC(F)(F)C(F)F
- Spin multiplicity: 1

These are the Mulliken partial charges, in e, on atoms 1 to 99:
1. C -0.286
2. C -0.206
3. C -1.057
4. C -0.028
5. C 0.530
6. P 0.433
7. O -0.660
8. C 0.303
9. O -0.539
10. C 0.576
11. C 0.704
12. C 0.556
13. C -0.976
14. S -0.138
15. C -0.302
16. C -0.883
17. C 0.420
18. C -0.700
19. C -1.459
20. C 0.331
21. C -1.425
22. O -0.381
23. C 0.424
24. C -0.842
25. O -0.358
26. C -0.277
27. C -0.405
28. O -0.364
29. C 0.296
30. C -1.126
31. C 0.439
32. C 0.588
33. F -0.303
34. F -0.264
35. C 0.210
36. F -0.292
37. F -0.299
38. C -0.259
39. O -0.617
40. H 0.408
41. H 0.424
42. H 0.375
43. H 0.013
44. H 0.079
45. H 0.308
46. H 0.301
47. H 0.400
48. H 0.258
49. H 0.255
50. H 0.156
51. H 0.328
52. H 0.430
53. H 0.412
54. H 0.291
55. H 0.395
56. H 0.584
57. H 0.123
58. H 0.099
59. H 0.372
60. H 0.308
61. H 0.202
62. H 0.209
63. H 0.320
64. H 0.224
65. H -0.201
66. H 0.403
67. H 0.199
68. H 0.306
69. H 0.310
70. H 0.346
71. F -0.187
72. C 0.123
73. F -0.289
74. C 0.758
75. F -0.269
76. F -0.347
77. C -0.718
78. O -0.207
79. C 0.509
80. F -0.259
81. F -0.301
82. C 0.343
83. F -0.227
84. F -0.242
85. H 0.275
86. H 0.436
87. H 0.385
88. H 0.193
89. F -0.209
90. C 0.103
91. F -0.275
92. C 0.866
93. F -0.270
94. F -0.331
95. C -0.713
96. O -0.395
97. C 0.780
98. F -0.304
99. F -0.259